23
Properties=species:S:1:pos:R:3 method="wB97M-V/def2-TZVPD" total_charge=+2 lumo_energy_ev=-8.5060 e_homo_ha=-0.615 relative_energy_ev=3.3629 homo_lumo_gap_ev=8.241
C 1.338 0.683 0.079
C -1.302 0.615 -1.501
C 0.896 -1.643 -0.589
C -1.131 0.433 -0.048
C 0.394 -2.171 0.733
N 0.124 1.020 0.485
N -1.118 -0.668 -0.916
N 1.560 -0.475 -0.611
N 2.231 1.698 -0.082
N -2.185 0.598 1.037
H -2.191 0.861 -1.979
H -0.517 1.104 -2.044
H 0.737 -2.272 -1.461
H 0.765 -3.154 0.918
H -0.694 -2.202 0.830
H 0.859 -1.529 1.438
H -0.007 1.828 0.928
H 2.240 -0.369 -1.278
H 2.116 2.533 0.473
H 3.135 1.514 -0.396
H -1.598 0.592 1.860
H -2.767 -0.288 1.216
H -2.885 1.292 0.909

---

99
Properties=species:S:1:pos:R:3 method="wB97M-V/def2-TZVPD" total_charge=-1 lumo_energy_ev=2.1600 e_homo_ha=-0.131 relative_energy_ev=1.2106 homo_lumo_gap_ev=5.714
Ca 0.322 -1.171 -0.357
S 2.305 -2.757 -1.138
C 2.440 -3.897 0.218
C 3.191 -5.054 -0.022
C 3.399 -6.022 0.946
C 2.845 -5.845 2.207
C 2.092 -4.713 2.463
C 1.860 -3.724 1.497
S 0.843 -2.359 1.978
H 3.619 -5.176 -1.010
H 3.988 -6.902 0.715
H 2.998 -6.582 2.988
H 1.651 -4.567 3.442
C 0.886 0.733 -5.633
C 1.137 -0.083 -4.364
C 2.635 -0.333 -4.167
C 0.360 -1.387 -4.372
C 0.689 -2.343 -5.324
C 0.069 -3.579 -5.345
C -0.901 -3.857 -4.401
C -1.273 -2.922 -3.438
C -2.341 -3.343 -2.444
C -1.783 -3.662 -1.054
C -3.534 -2.387 -2.389
C -0.637 -1.669 -3.414
N -0.879 -0.733 -2.375
C -1.506 0.408 -2.713
C -2.344 0.639 -3.827
C -2.965 1.866 -4.029
C -2.781 2.934 -3.166
C -1.920 2.767 -2.077
C -1.324 1.550 -1.895
F -0.435 1.408 -0.844
H 1.451 1.668 -5.605
H -0.172 0.977 -5.744
H 1.203 0.179 -6.520
H 0.791 0.510 -3.518
H 3.075 -0.796 -5.054
H 2.829 -0.996 -3.322
H 3.157 0.612 -3.995
H 1.468 -2.122 -6.044
H 0.349 -4.324 -6.080
H -1.389 -4.826 -4.398
H -2.728 -4.290 -2.834
H -1.664 -2.782 -0.416
H -0.813 -4.161 -1.109
H -2.463 -4.324 -0.508
H -3.265 -1.450 -1.902
H -4.363 -2.846 -1.840
H -3.890 -2.150 -3.393
H -2.501 -0.171 -4.528
H -3.608 1.983 -4.894
H -3.268 3.884 -3.339
H -1.700 3.577 -1.392
F -1.675 5.148 7.878
C -1.277 4.517 6.749
C -1.749 3.246 6.496
C -1.335 2.612 5.333
C -0.450 3.221 4.444
C -0.013 4.511 4.734
C -0.421 5.170 5.887
Sb 0.079 2.146 2.668
C 1.474 3.558 1.884
C 2.624 3.951 2.568
C 3.502 4.877 2.027
C 3.214 5.402 0.781
F 4.069 6.301 0.245
C 2.094 5.039 0.064
C 1.227 4.112 0.630
C 1.555 0.891 3.557
C 2.750 0.632 2.892
C 3.683 -0.253 3.409
C 3.397 -0.876 4.606
F 4.301 -1.732 5.128
C 2.219 -0.658 5.290
C 1.299 0.226 4.751
H -2.427 2.773 7.193
H -1.727 1.622 5.124
H 0.663 5.021 4.059
H -0.082 6.170 6.122
H 2.847 3.520 3.538
H 4.399 5.188 2.545
H 1.918 5.466 -0.914
H 0.353 3.806 0.067
H 2.966 1.104 1.940
H 4.600 -0.482 2.886
H 2.027 -1.189 6.212
H 0.365 0.377 5.279
C -4.673 0.877 -0.150
N -3.332 0.699 0.361
C -2.814 -0.495 0.738
N -3.697 -1.509 0.981
O -1.605 -0.650 0.921
H -4.823 1.931 -0.371
H -5.413 0.586 0.599
H -4.845 0.316 -1.075
H -2.623 1.355 0.075
H -4.590 -1.511 0.521
H -3.257 -2.406 1.107

---

17
Properties=species:S:1:pos:R:3 method="wB97M-V/def2-TZVPD" total_charge=-1 smiles="C/C=C/CCC(=O)[O-]" lumo_energy_ev=3.6436 e_homo_ha=-0.127 relative_energy_ev=0.7775 homo_lumo_gap_ev=7.087
O 0.780 -2.330 1.450
C -0.089 -2.777 0.693
O -0.736 -3.843 0.622
C -0.611 -1.699 -0.471
C -1.035 -0.421 0.287
C 0.097 0.606 0.387
C 0.333 1.430 -0.632
C 1.180 2.698 -0.365
H -1.438 -2.234 -0.949
H 0.207 -1.719 -1.193
H -1.953 0.033 -0.077
H -1.218 -0.742 1.321
H 0.499 0.651 1.388
H -0.212 1.388 -1.563
H 1.242 2.835 0.707
H 0.752 3.572 -0.868
H 2.201 2.552 -0.736